1.
The following is a DFT calculation (ωB97M-V with the def2-TZVPD basis set) of 3 unconnected molecules or ions with the total composition C5H12O2 in a non-equilibrium geometry.

Results
ΔE to the lowest compared entry with this formula, charge and spin ... 2.572 eV
HOMO energy ... -9.33 eV
Max |F| ... 0.0384 hartree/bohr
SMILES string ... C=CCC=C.O.O
Gap between HOMO and LUMO ... 9.96 eV
LUMO energy ... 0.63 eV

Geometry as XYZ:
```
19
Properties=species:S:1:pos:R:3:forces:R:3:mulliken_charge:R:1
C -0.530 0.964 -1.022 1.4 -0.2 -1.4 0.040
C 0.600 1.333 -1.636 -0.2 0.9 0.4 -0.887
C -0.739 -0.478 -0.667 0.0 -0.4 1.0 0.198
C -1.676 -0.727 0.502 -1.1 1.0 -1.2 -0.203
C -2.743 0.067 0.668 -0.5 -1.6 0.1 -0.804
H -1.292 1.728 -0.986 -0.4 -0.3 0.2 0.201
H 0.674 2.330 -2.060 0.0 0.1 0.2 0.242
H 1.540 0.795 -1.684 -0.3 -0.6 -0.1 0.250
H 0.209 -0.953 -0.420 0.1 0.3 -0.2 -0.197
H -1.056 -1.029 -1.563 -0.3 0.1 0.2 0.299
H -1.576 -1.636 1.081 0.3 0.2 0.3 0.396
H -3.515 -0.204 1.382 0.2 0.1 0.3 0.268
H -3.114 0.742 -0.086 0.6 0.6 0.0 0.222
H 2.371 -2.058 -0.357 0.1 -0.2 0.0 0.318
H 1.651 -1.379 0.737 -0.2 1.2 0.6 0.282
O 1.895 -2.243 0.459 0.4 -1.0 -0.5 -0.634
H 1.837 0.466 2.187 0.3 0.3 0.2 0.326
H 3.105 1.343 1.940 0.5 0.2 0.6 0.287
O 2.357 0.937 1.527 -0.9 -0.5 -0.8 -0.605
```
Forces are in eV/Å.

---

2.
The following is a DFT calculation (ωB97M-V with the def2-TZVPD basis set) of a molecular structure, C39H44Br2KN2O2S.

Results
ΔE to the lowest compared entry with this formula, charge and spin ... 0.707 eV
HOMO energy ... -3.60 eV
Total charge ... -1
Max |F| ... 0.0116 hartree/bohr
Gap between HOMO and LUMO ... 5.46 eV
LUMO energy ... 1.86 eV

Geometry as XYZ:
```
91
Properties=species:S:1:pos:R:3:forces:R:3:mulliken_charge:R:1
K 0.274 0.681 -0.024 0.0 0.4 -0.4 0.655
C 0.251 3.484 -1.625 0.0 0.0 -0.1 -0.842
C -1.101 3.587 -1.229 0.0 0.0 -0.1 -0.382
C -1.132 3.710 0.174 0.1 0.0 0.1 -0.203
C 0.196 3.692 0.643 -0.1 -0.1 0.0 -0.696
C 1.049 3.546 -0.466 0.0 0.0 0.1 -0.598
H 0.624 3.381 -2.638 0.0 0.1 0.0 0.404
H -1.965 3.624 -1.886 0.0 0.0 0.0 0.454
H -2.016 3.824 0.789 0.0 0.0 0.0 0.466
H 0.503 3.707 1.681 0.0 0.0 0.0 0.340
H 2.126 3.447 -0.426 0.0 0.1 0.0 0.430
C 3.983 -1.903 7.256 0.0 0.0 0.0 -1.637
C 3.365 -2.751 6.133 0.0 0.0 0.0 1.951
C 4.484 -3.560 5.477 0.1 0.0 0.0 -2.148
C 2.366 -3.742 6.749 0.0 0.0 0.0 -1.612
C 2.651 -1.843 5.133 0.0 0.0 0.1 -0.379
C 3.037 -1.717 3.806 0.0 0.0 -0.1 0.447
C 2.330 -0.889 2.958 0.0 0.0 0.1 -0.845
Br 2.926 -0.726 1.156 0.3 0.0 0.0 -0.245
C 1.167 -0.141 3.308 -0.2 0.0 0.2 0.513
O 0.499 0.507 2.446 0.0 0.0 0.1 -0.030
C 0.839 -0.217 4.713 0.0 -0.1 -0.1 -0.301
C 1.566 -1.063 5.538 0.0 0.0 0.0 -0.530
C -0.311 0.572 5.367 0.0 0.0 0.0 2.376
C 0.244 1.389 6.548 0.0 0.0 0.0 -1.813
C -1.043 1.562 4.452 0.0 0.0 0.0 -1.944
C -1.363 -0.416 5.899 0.0 0.0 0.0 -1.646
H 4.491 -2.536 7.991 0.0 0.0 0.0 0.460
H 3.217 -1.324 7.776 0.0 0.0 0.0 0.301
H 4.707 -1.198 6.842 0.0 0.0 0.0 0.331
H 4.938 -4.226 6.216 0.0 0.0 0.0 0.437
H 5.271 -2.909 5.087 0.0 0.0 0.0 0.360
H 4.110 -4.173 4.654 0.0 0.0 0.0 0.382
H 2.865 -4.394 7.473 0.0 0.0 0.0 0.466
H 1.921 -4.366 5.971 0.0 0.0 0.0 0.305
H 1.555 -3.224 7.264 0.0 0.0 0.0 0.307
H 3.885 -2.261 3.411 0.0 0.0 0.0 0.520
H 1.268 -1.118 6.582 0.0 0.0 0.0 0.117
H 0.984 2.108 6.192 0.0 0.0 0.0 0.382
H 0.725 0.756 7.296 0.0 0.0 0.0 0.301
H -0.563 1.942 7.039 0.0 0.0 0.0 0.464
H -0.371 2.299 4.016 0.0 0.0 0.0 0.342
H -1.804 2.078 5.049 0.0 0.0 0.0 0.592
H -1.522 1.051 3.620 0.0 0.0 0.0 0.005
H -0.943 -1.109 6.630 0.0 0.0 0.0 0.320
H -1.770 -1.006 5.073 0.0 0.0 0.0 0.151
H -2.189 0.123 6.375 0.0 0.0 0.0 0.484
Br 3.627 -6.823 1.266 0.0 0.0 0.0 -0.232
C 2.791 -5.373 0.362 0.0 0.0 0.0 0.079
C 3.123 -5.112 -0.952 0.0 0.0 -0.1 -0.628
C 2.514 -4.046 -1.605 0.0 -0.1 0.1 -0.266
C 1.586 -3.256 -0.937 0.1 0.1 0.0 -0.736
C 1.279 -3.517 0.398 0.1 0.0 0.0 0.149
C 1.874 -4.586 1.043 0.0 0.0 0.0 -0.699
N 1.005 -2.128 -1.563 -0.1 -0.1 0.1 0.210
C 0.422 -2.307 -2.666 0.1 0.0 0.0 -0.377
C -0.216 -1.215 -3.428 -0.2 0.1 -0.1 0.496
C -0.639 -1.480 -4.727 0.0 0.0 0.0 -0.983
C -1.246 -0.471 -5.458 0.0 0.0 0.0 -0.370
C -1.420 0.761 -4.858 0.0 0.0 0.0 -1.051
C -0.979 0.932 -3.549 0.0 0.1 0.1 -0.038
N -0.389 -0.026 -2.841 0.0 -0.2 -0.2 0.421
H 3.858 -5.723 -1.460 0.0 0.0 0.0 0.394
H 2.788 -3.805 -2.624 0.0 0.0 0.0 0.518
H 0.592 -2.857 0.912 0.0 -0.1 0.0 0.728
H 1.650 -4.789 2.082 0.0 0.0 0.0 0.490
H 0.363 -3.298 -3.134 0.0 0.0 0.0 0.392
H -0.485 -2.465 -5.150 0.0 0.0 0.0 0.387
H -1.578 -0.647 -6.474 0.0 0.0 0.0 0.418
H -1.886 1.588 -5.375 0.0 0.0 0.0 0.459
H -1.099 1.878 -3.029 0.0 0.0 0.0 0.067
C -5.088 3.346 -1.563 0.0 0.0 0.0 -1.706
C -4.429 2.221 -0.814 0.0 0.0 0.0 1.110
C -3.799 1.185 -1.498 0.0 0.0 0.0 -0.556
C -3.110 0.198 -0.817 0.1 -0.1 0.1 -0.505
C -3.051 0.252 0.566 -0.3 0.1 0.1 0.362
C -3.669 1.273 1.272 0.0 0.0 -0.1 -0.545
C -4.367 2.246 0.575 0.0 0.0 0.1 -0.836
S -2.161 -0.997 1.475 0.0 0.0 0.3 0.826
C -3.486 -2.211 1.561 -0.1 -0.1 0.0 -1.252
O -1.170 -1.565 0.515 -0.1 -0.2 -0.1 -0.518
H -5.338 3.054 -2.583 0.0 0.0 0.0 0.357
H -4.405 4.198 -1.615 0.0 0.0 0.0 0.317
H -5.999 3.680 -1.066 0.0 0.0 0.0 0.445
H -3.830 1.170 -2.582 0.0 0.0 0.0 0.318
H -2.576 -0.595 -1.329 0.0 0.0 -0.1 0.393
H -3.571 1.324 2.351 0.0 0.0 0.0 0.243
H -4.831 3.063 1.115 0.0 0.0 0.0 0.321
H -3.792 -2.487 0.551 0.0 0.0 0.0 0.384
H -4.324 -1.791 2.119 0.0 0.0 0.0 0.392
H -3.083 -3.077 2.088 0.0 0.0 0.0 0.406
```
Forces are in eV/Å.

---

3.
The following is a DFT calculation (ωB97M-V with the def2-TZVPD basis set) of a molecular structure, C15H21Cl2KN4O3S2 in a non-equilibrium geometry.

Results
ΔE to the lowest compared entry with this formula, charge and spin ... 0.613 eV
HOMO energy ... -7.45 eV
Max |F| ... 0.0300 hartree/bohr
Gap between HOMO and LUMO ... 7.55 eV
LUMO energy ... 0.10 eV

Geometry as XYZ:
```
48
Properties=species:S:1:pos:R:3:forces:R:3:mulliken_charge:R:1
K 0.454 -0.099 -0.409 -0.2 -0.1 -0.1 0.785
N 8.017 3.783 1.369 -0.1 0.0 0.0 -0.607
C 6.884 2.974 1.218 0.1 0.0 0.0 1.093
C 5.894 3.309 0.296 0.0 0.0 0.0 -0.806
C 4.803 2.476 0.112 -0.1 0.1 -0.1 -0.329
C 4.678 1.304 0.842 0.0 0.1 0.0 -0.274
C 5.666 0.962 1.755 0.0 -0.1 0.0 -0.354
C 6.761 1.786 1.941 0.0 0.0 0.0 -0.717
S 3.284 0.237 0.579 1.4 0.1 0.6 1.681
O 2.897 0.465 -0.806 -0.2 0.0 -0.3 -0.862
O 3.751 -1.092 0.906 -0.3 0.0 -0.1 -0.763
N 2.051 0.715 1.439 -0.1 0.1 0.2 -0.338
C 2.016 0.664 2.801 -0.2 0.0 -0.4 0.188
N 0.774 0.820 3.323 0.1 0.0 0.1 -0.515
C 0.687 0.822 4.640 0.1 0.0 0.1 -0.042
C 1.785 0.671 5.477 -0.1 0.0 0.0 -0.705
C 3.001 0.508 4.842 0.0 0.0 -0.1 -0.051
N 3.134 0.502 3.521 0.1 0.0 0.2 -0.346
H 7.867 4.750 1.129 0.0 0.0 0.0 0.231
H 8.471 3.693 2.265 0.0 0.0 0.0 0.233
H 5.989 4.216 -0.289 0.0 0.0 0.0 0.276
H 4.046 2.736 -0.617 0.0 0.0 0.0 0.428
H 5.569 0.044 2.314 0.0 0.0 0.0 0.422
H 7.535 1.509 2.646 0.0 0.0 0.0 0.278
H -0.308 0.947 5.058 0.0 0.0 0.0 0.376
H 1.696 0.675 6.553 0.0 0.0 0.0 0.358
H 3.914 0.375 5.415 0.0 0.0 0.0 0.403
C -5.778 -1.015 -0.987 -0.1 0.1 0.0 -1.077
C -4.356 -0.836 -0.485 0.0 0.0 0.2 -0.447
S -3.167 -0.532 -1.796 0.2 -0.1 0.0 0.168
O -1.826 -0.552 -1.116 -0.5 0.0 -0.2 -0.481
C -3.521 1.195 -2.153 -0.2 0.1 -0.2 -0.440
C -3.374 2.157 -0.989 0.0 0.0 0.1 -1.091
H -6.422 -1.271 -0.145 0.0 0.0 0.0 0.357
H -5.847 -1.816 -1.722 0.0 0.0 0.0 0.307
H -6.177 -0.105 -1.435 0.0 0.0 0.0 0.294
H -3.980 -1.746 -0.014 0.0 0.0 -0.1 0.397
H -4.264 -0.042 0.256 0.0 0.0 0.0 0.295
H -4.525 1.203 -2.589 0.0 0.0 0.0 0.380
H -2.836 1.446 -2.965 0.1 -0.1 0.0 0.392
H -4.215 2.100 -0.299 0.0 0.0 0.0 0.276
H -3.316 3.178 -1.362 0.0 0.0 0.0 0.325
H -2.460 1.963 -0.427 0.0 0.0 0.0 0.312
Cl -1.321 5.450 -0.242 0.1 0.0 0.0 -0.175
C 0.419 5.309 0.153 -0.3 0.3 -0.2 -0.401
Cl 0.903 3.658 0.478 0.1 -0.1 0.1 -0.015
H 0.588 5.927 1.026 0.1 -0.1 0.1 0.288
H 0.961 5.694 -0.703 0.1 -0.1 0.0 0.292
```
Forces are in eV/Å.

---

4.
The following is a DFT calculation (ωB97M-V with the def2-TZVPD basis set) of a molecular structure, C12H30IO3P2SiSn in a non-equilibrium geometry.

Results
ΔE to the lowest compared entry with this formula, charge and spin ... 0.746 eV
HOMO energy ... -17.30 eV
Total charge ... +3
Max |F| ... 0.0938 hartree/bohr
Gap between HOMO and LUMO ... 4.53 eV
LUMO energy ... -12.77 eV

Geometry as XYZ:
```
50
Properties=species:S:1:pos:R:3:forces:R:3:mulliken_charge:R:1
C -0.871 7.640 -1.474 0.0 -0.1 0.0 -0.884
C -1.244 6.190 -1.708 -3.2 0.2 -3.1 0.488
H -1.489 8.283 -2.123 0.1 -0.5 0.2 0.313
H 0.186 7.804 -1.721 -0.2 -0.1 0.2 0.326
H -1.054 7.915 -0.428 0.2 -0.2 -0.2 0.325
O -2.083 5.766 -2.471 2.6 1.0 2.4 -0.357
I -0.125 4.727 -0.519 0.5 -0.6 0.5 -0.103
Sn 0.039 0.107 0.027 0.4 -3.0 0.6 1.029
P -1.669 0.527 1.874 -1.3 0.3 2.0 0.659
C -3.066 -0.626 1.713 0.3 -0.3 -0.9 -1.096
C -0.902 0.126 3.479 0.9 0.0 -0.4 -1.011
H -1.624 0.325 4.287 0.0 0.0 -0.4 0.456
H -2.942 2.337 2.829 0.2 -0.2 -0.2 0.436
H -0.016 0.761 3.633 -0.3 -0.2 0.1 0.426
H -1.485 2.934 1.957 -0.2 -0.1 0.1 0.298
H -2.710 -1.667 1.717 -0.1 0.3 0.1 0.278
H -0.589 -0.931 3.505 -0.2 0.3 0.0 0.237
C -2.313 2.214 1.934 0.4 0.2 -0.6 -0.989
H -3.747 -0.475 2.566 0.3 0.2 -0.1 0.456
H -2.905 2.415 1.032 0.0 0.0 0.2 0.380
H -3.613 -0.436 0.780 0.0 0.0 0.3 0.412
P 1.823 0.214 -1.791 2.0 0.0 -1.4 0.658
C 1.491 -1.033 -3.073 -0.9 -0.2 0.4 -1.096
C 1.994 1.829 -2.583 -0.6 0.3 0.4 -0.988
H 3.680 0.428 -0.246 0.1 -0.2 -0.3 0.426
H 4.208 -0.202 -1.836 -0.4 0.0 0.0 0.457
H 3.376 -1.288 -0.658 0.0 0.3 -0.2 0.236
C 3.425 -0.264 -1.063 -0.4 0.1 0.9 -1.010
H 2.120 2.611 -1.822 0.1 -0.1 -0.2 0.299
H 2.864 1.819 -3.257 -0.2 -0.2 0.2 0.436
H 2.315 -1.015 -3.803 -0.1 0.2 0.3 0.456
H 0.549 -0.807 -3.590 0.3 -0.1 0.0 0.412
H 1.084 2.059 -3.151 0.2 0.0 0.0 0.379
H 1.425 -2.036 -2.627 0.1 0.3 -0.1 0.279
C -1.681 -0.799 -1.531 -1.5 -4.5 -1.0 0.196
O -2.103 -1.822 -1.844 1.4 4.2 1.0 -0.052
C 0.068 -3.797 2.564 0.2 0.6 0.0 -1.043
Si 0.503 -3.447 0.770 0.3 -3.6 0.6 0.089
C 2.246 -3.983 0.320 0.0 0.6 0.2 -1.042
C -0.660 -4.518 -0.270 -0.2 0.8 -0.3 -1.034
O 0.432 -1.817 0.565 -0.9 4.3 -1.2 -0.239
H 0.171 -4.851 2.858 0.0 0.2 -0.2 0.395
H -0.964 -3.499 2.784 0.0 -0.1 0.0 0.296
H 0.722 -3.204 3.215 0.0 -0.2 0.1 0.331
H 2.456 -5.045 0.503 -0.2 0.3 0.0 0.396
H 2.454 -3.789 -0.740 0.0 -0.1 0.0 0.295
H 2.965 -3.394 0.903 0.1 -0.2 0.0 0.333
H -1.718 -4.297 -0.085 0.0 -0.1 0.0 0.324
H -0.496 -4.396 -1.348 0.0 -0.1 0.1 0.324
H -0.526 -5.589 -0.056 0.2 0.4 0.2 0.405
```
Forces are in eV/Å.